DFT (ωB97M-V/def2-TZVPD) results for a molecular structure, C38H49BBrN5O2PdSi.

XYZ file:
```
98
Properties=species:S:1:pos:R:3:forces:R:3:mulliken_charge:R:1
Pd -0.077321 -0.114970 -0.466963 0.4259 -0.6704 -0.4536 1.315
C 4.583675 -0.263473 5.327717 -0.0039 -0.0011 0.0256 -1.526
C 3.357627 -0.221842 4.453067 -0.0247 -0.0128 -0.0049 0.672
C 2.194265 -0.924452 4.767331 -0.0460 -0.0154 -0.0195 -0.989
C 1.091868 -0.900677 3.937600 0.0148 -0.0597 -0.0080 -0.233
C 1.039325 -0.172113 2.719935 -0.0629 -0.0130 -0.0206 -0.122
N -0.087103 -0.179001 1.934565 -0.1439 0.1081 0.2364 -0.136
C -1.254075 0.009436 2.622943 0.1386 -0.0026 -0.1084 0.748
C -1.349124 0.904216 3.725245 -0.0387 0.0532 0.0337 0.130
C -2.516982 1.135320 4.424302 0.0485 -0.0241 0.0005 -1.184
C -3.712171 0.497384 4.089628 0.0686 -0.0620 0.0573 0.858
C -5.005973 0.786205 4.802822 -0.0010 0.0057 0.0305 -1.582
C -3.651977 -0.374283 3.013841 -0.0339 -0.0330 -0.0526 0.359
C -2.483432 -0.616949 2.303028 -0.0857 -0.0985 -0.0069 -1.170
N -2.581338 -1.582906 1.255676 0.0635 0.2099 -0.0041 0.960
C -2.750700 -2.917634 1.387375 0.1115 0.0036 -0.0120 -0.375
C -2.926204 -3.420307 0.117733 0.0287 0.0605 -0.0484 -0.990
C -2.840919 -2.288168 -0.719594 0.0924 -0.0530 -0.0521 -0.387
N -2.629693 -1.184811 -0.022239 -0.4291 -0.0596 0.1144 -0.447
C 2.232200 0.523232 2.424234 -0.0012 0.1527 -0.0513 -0.629
C 3.337441 0.490970 3.265724 0.0862 -0.0050 -0.0680 0.082
N 2.339021 1.375143 1.283977 0.0099 -0.2434 -0.0049 1.100
C 2.471092 2.722397 1.292303 -0.1725 0.0026 -0.0255 -0.355
C 2.674150 3.105227 -0.014027 -0.0453 -0.0449 -0.0587 -0.805
C 2.646097 1.896191 -0.740782 -0.0607 0.0218 -0.0940 -0.509
N 2.445153 0.854550 0.050960 0.3332 0.1972 0.2318 -0.908
H 4.318505 -0.462803 6.368985 -0.0086 0.0043 -0.0118 0.365
H 5.123608 0.686117 5.299275 -0.0104 -0.0045 -0.0071 0.349
H 5.287905 -1.042857 5.018729 -0.0193 -0.0087 -0.0180 0.264
H 2.154436 -1.511591 5.681900 -0.0086 0.0135 -0.0072 0.318
H 0.205266 -1.458583 4.214222 -0.0020 -0.0056 0.0116 0.425
H -0.448317 1.433493 4.012969 -0.0129 0.0065 0.0157 0.449
H -2.505124 1.849136 5.245232 0.0109 -0.0107 -0.0085 0.211
H -4.826199 1.108244 5.831664 0.0065 -0.0077 -0.0068 0.393
H -5.647238 -0.098063 4.838560 0.0130 -0.0016 -0.0064 0.373
H -5.579156 1.579514 4.310436 0.0288 0.0024 -0.0082 0.186
H -4.546431 -0.897386 2.686512 0.0056 -0.0012 0.0031 0.347
H -2.696078 -3.386524 2.355844 -0.0175 -0.0034 -0.0040 0.451
H -3.053799 -4.452199 -0.165028 0.0039 0.0092 0.0021 0.382
H -2.853349 -2.223830 -1.796652 -0.0272 -0.0258 0.0295 0.435
H 4.210015 1.060954 2.958751 -0.0124 -0.0001 0.0030 0.326
H 2.354575 3.283032 2.205591 0.0357 -0.0002 -0.0053 0.520
H 2.777771 4.109252 -0.392491 -0.0005 -0.0129 0.0044 0.444
H 2.698684 1.729907 -1.806356 0.0192 0.0328 0.0419 0.464
O -1.194423 -0.034018 -3.412655 0.1956 -0.0355 -0.0121 -0.313
B -0.017323 -0.198948 -2.493764 -0.1821 0.1222 0.0055 -1.354
O 1.107889 -0.205943 -3.467886 -0.1278 0.0338 0.0177 -0.793
C 0.627882 -0.065252 -4.717687 0.2994 -0.0686 0.2563 0.805
C 1.319931 -0.025716 -5.907343 -0.0261 0.0346 -0.2009 -0.978
C 0.581972 0.125095 -7.094161 -0.0136 -0.0081 0.1158 -0.421
C -0.801281 0.229594 -7.061150 0.0147 -0.0181 0.1396 -0.457
C -1.496619 0.186255 -5.840014 0.0167 0.0300 -0.2179 -0.853
C -0.762877 0.038190 -4.683693 -0.2720 -0.0162 0.3059 0.572
H 2.400297 -0.106269 -5.917569 -0.0087 -0.0054 -0.0041 0.409
H 1.101012 0.159118 -8.045534 0.0030 0.0035 -0.0039 0.338
H -1.353614 0.345201 -7.986918 -0.0051 0.0042 -0.0046 0.340
H -2.576160 0.269683 -5.798401 0.0102 -0.0046 -0.0054 0.409
C -3.033438 6.245874 1.745711 0.0422 0.0371 0.0727 -1.798
C -2.012038 5.184664 1.311953 0.0269 0.0121 0.0028 3.063
C -0.747561 5.906777 0.820931 0.0209 0.0364 0.0316 -2.209
C -1.576909 4.375781 2.546855 0.0298 0.0643 0.0552 -1.965
Si -2.669789 4.008132 -0.075032 0.0013 -0.0034 0.0154 -1.872
Br -1.288232 2.275518 -0.238019 -0.0201 0.2796 0.0177 0.803
C -2.642804 4.848451 -1.816003 0.0000 0.0327 -0.0166 2.783
C -3.281871 6.245040 -1.819688 -0.0094 0.0086 -0.0892 -1.842
C -1.207766 4.973034 -2.360687 -0.0107 0.0190 -0.0426 -1.920
C -3.386608 3.961384 -2.828016 0.0206 0.0163 -0.0524 -2.101
C -4.394026 3.262636 0.357483 -0.0523 -0.0046 -0.0074 3.197
C -4.640495 1.950760 -0.413214 -0.0642 0.0183 0.0041 -1.952
C -4.438089 2.881823 1.844703 -0.0053 -0.0537 -0.0533 -2.291
C -5.554350 4.228356 0.076124 -0.0751 -0.0184 0.0843 -1.963
H -2.586418 6.887440 2.519224 -0.0187 -0.0140 -0.0301 0.485
H -3.934355 5.803897 2.174313 0.0196 -0.0229 0.0104 0.298
H -3.342239 6.893428 0.921579 0.0181 -0.0216 -0.0023 0.258
H -0.317571 6.472923 1.659186 -0.0012 -0.0183 -0.0423 0.602
H -0.953462 6.617703 0.019310 -0.0195 0.0016 0.0136 0.356
H 0.010955 5.201101 0.470029 -0.0477 -0.0012 0.0281 0.267
H -1.072709 5.056593 3.248730 -0.0291 -0.0384 -0.0148 0.628
H -0.876525 3.580299 2.283989 -0.0078 0.0455 -0.0233 0.072
H -2.405286 3.910980 3.077671 0.0020 0.0050 -0.0281 0.276
H -2.720837 6.955331 -1.208931 0.0166 -0.0148 -0.0117 0.282
H -4.313855 6.241621 -1.460549 0.0089 -0.0332 -0.0019 0.259
H -3.291060 6.636504 -2.847115 -0.0101 -0.0070 0.0407 0.532
H -0.579817 5.642901 -1.775234 -0.0230 -0.0018 0.0022 0.318
H -1.260404 5.374545 -3.382449 0.0228 -0.0138 0.0441 0.544
H -0.708993 4.003926 -2.404443 -0.0384 0.0070 -0.0039 0.266
H -4.455110 3.886542 -2.625832 -0.0125 0.0245 0.0246 0.299
H -2.971234 2.950419 -2.859527 0.0051 0.0374 0.0215 0.314
H -3.271038 4.399481 -3.828876 -0.0135 -0.0328 0.0287 0.625
H -3.857615 1.210033 -0.239770 -0.0235 0.0138 0.0382 0.239
H -4.719182 2.093691 -1.490304 0.0037 0.0247 0.0008 0.347
H -5.591649 1.522365 -0.064755 0.0355 0.0189 -0.0339 0.518
H -3.637261 2.187453 2.114298 -0.0509 0.1056 -0.0803 -0.152
H -5.392422 2.374700 2.045592 0.0544 0.0030 -0.0075 0.761
H -4.383423 3.745621 2.508991 -0.0308 0.0290 -0.0060 0.264
H -5.660506 4.461197 -0.984071 0.0180 -0.0234 -0.0263 0.330
H -5.455322 5.174911 0.615860 0.0123 -0.0265 -0.0014 0.322
H -6.494485 3.761007 0.402738 0.0246 0.0345 -0.0184 0.474
```
Positions in Å, forces in eV/Å.

Frontier orbital gap ... 0.10966 Ha
Relative energy (zero: lowest compared OMol25 entry of this formula, charge and spin) ... 0.7 kcal per mole
Highest occupied orbital energy ... 0.0438 Eh
Charge ... -2
Max |F| ... 0.91 eV Å⁻¹